No. 1
# C15H19ClCuN2O2Si

C15H19ClCuN2O2Si as an isolated structure (ωB97M-V/def2-TZVPD, the Open Molecules 2025 dataset).

## Properties
- Maximum force: 0.8 eV/Å
- Orbital gap (alpha / beta): 7.1956 / 7.2291 eV
- LUMO energy (alpha / beta): 0.09 / -0.70 eV
- ⟨S²⟩: 0.756
- DFT total energy: -87976.3866 eV

The geometry in ORCA input format:
```
! RIJCOSX wB97M-V def2-TZVPD def2/J DEFGRID3
* xyz 0 2
Cu -1.120 1.246 0.932
C -2.993 -1.971 4.621
O -2.279 -0.776 4.313
C -2.037 -0.434 3.052
O -1.404 0.583 2.825
N -2.515 -1.250 2.079
N -2.308 -0.877 0.758
H -3.033 -2.019 5.704
H -2.466 -2.851 4.246
H -4.013 -1.935 4.232
H -3.063 -2.064 2.286
H -3.171 -0.634 0.287
H -1.769 -1.566 0.255
Cl -3.955 2.017 0.109
C -2.254 2.629 0.087
H -2.248 3.534 0.694
H -2.042 2.893 -0.945
C 1.418 2.855 -4.167
C 0.364 2.001 -3.873
C 0.244 1.455 -2.604
C 1.176 1.736 -1.605
C 2.227 2.599 -1.918
C 2.349 3.154 -3.184
Si 1.030 0.992 0.137
C 1.672 -0.798 -0.046
C 2.917 -1.148 0.479
C 3.429 -2.430 0.334
C 2.699 -3.400 -0.338
C 1.461 -3.073 -0.873
C 0.959 -1.788 -0.725
H 1.509 3.289 -5.155
H -0.369 1.770 -4.637
H -0.600 0.807 -2.385
H 2.963 2.839 -1.158
H 3.173 3.823 -3.406
H 2.149 1.626 0.893
H 3.499 -0.401 1.008
H 4.402 -2.673 0.742
H 3.095 -4.401 -0.451
H 0.894 -3.822 -1.413
H 0.009 -1.539 -1.189
*
```

=====

No. 2
# C3H5NO

One molecule with the formula C3H5NO in a non-equilibrium geometry (ωB97M-V/def2-TZVPD, the Open Molecules 2025 dataset).

## Properties
- Energy relative to the best compared isomer or geometry (same formula, charge and spin): 120.0 kJ/mol
- Maximum force: 1.1 eV/Å
- Orbital gap: 11.3082 eV
- LUMO energy: 0.79 eV
- DFT total energy: -6728.3286 eV

The geometry in ORCA input format:
```
! RIJCOSX wB97M-V def2-TZVPD def2/J DEFGRID3
* xyz 0 1
C 0.418 -0.786 -1.014
O -0.219 0.473 -0.923
C -0.381 1.019 0.358
C -0.345 0.048 1.472
N -0.265 -0.699 2.350
H 0.747 -0.888 -2.049
H -0.285 -1.593 -0.778
H 1.284 -0.872 -0.348
H -1.349 1.529 0.374
H 0.395 1.770 0.559
*
```

=====

No. 3
# C36H71FNO10

A 5-piece molecular cluster, C36H71FNO10 overall in a non-equilibrium geometry (ωB97M-V/def2-TZVPD, the Open Molecules 2025 dataset).

## Properties
- Maximum force: 4.1 eV/Å
- Orbital gap (alpha / beta): 9.4960 / 9.2001 eV
- LUMO energy (alpha / beta): 0.58 / -0.24 eV
- ⟨S²⟩: 0.754
- DFT total energy: -63154.2905 eV

The geometry in ORCA input format:
```
! RIJCOSX wB97M-V def2-TZVPD def2/J DEFGRID3
* xyz 0 2
C -5.004 3.039 -2.052
O -4.811 3.101 -0.595
C -5.604 2.089 0.120
C -6.079 0.809 -0.788
C -6.744 -0.421 0.130
C -7.068 -1.632 -0.974
C -6.018 -2.887 -0.869
C -4.706 -2.743 -1.897
C -3.525 -3.669 -1.240
C -2.141 -2.809 -0.856
C -1.501 -2.353 -2.294
C -0.338 -1.205 -2.214
C -0.901 0.347 -2.395
F -1.929 0.482 -3.466
C -2.666 -1.559 0.088
C -1.706 -1.235 1.377
C -1.650 0.432 1.491
C -2.487 -1.747 2.723
N -0.272 -1.686 1.247
O 0.352 -1.292 2.388
C -0.120 -3.166 1.007
C -0.052 -4.094 2.361
C 1.367 -3.353 0.263
C -1.211 -3.848 0.003
H -4.406 2.149 -2.576
H -4.504 4.029 -2.493
H -6.133 3.088 -2.398
H -4.889 1.647 0.967
H -6.529 2.545 0.722
H -6.937 1.087 -1.569
H -5.132 0.343 -1.308
H -5.987 -0.751 0.961
H -7.761 -0.060 0.639
H -8.131 -2.059 -0.648
H -7.202 -1.184 -2.048
H -6.556 -3.912 -1.104
H -5.641 -2.910 0.263
H -4.415 -1.624 -2.084
H -5.108 -3.161 -2.940
H -3.893 -4.345 -0.344
H -3.181 -4.427 -2.095
H -0.979 -3.326 -2.748
H -2.295 -2.025 -3.104
H 0.372 -1.383 -3.158
H 0.361 -1.258 -1.278
H -1.216 0.824 -1.367
H 0.042 0.971 -2.779
H -2.793 -0.569 -0.561
H -3.754 -1.764 0.534
H -0.727 0.807 0.835
H -2.645 0.885 1.057
H -1.521 0.800 2.610
H -3.552 -1.207 2.713
H -2.625 -2.914 2.627
H -1.988 -1.437 3.738
H -0.490 -3.597 3.325
H -0.582 -5.152 2.210
H 1.081 -4.366 2.622
H 1.939 -4.310 0.619
H 1.174 -3.453 -0.887
H 1.971 -2.375 0.516
H -0.680 -4.598 -0.756
H -1.956 -4.517 0.642
O 4.167 -3.105 0.954
C 4.713 -2.011 0.847
O 4.717 -1.361 -0.342
C 5.130 0.005 -0.521
C 6.624 0.093 -0.757
C 5.478 -1.418 1.992
H 4.798 0.631 0.313
H 4.605 0.372 -1.409
H 7.189 -0.270 0.107
H 6.923 1.126 -0.955
H 6.914 -0.528 -1.610
H 6.513 -1.771 1.960
H 5.016 -1.752 2.925
H 5.452 -0.330 2.015
O 5.930 3.081 -0.128
C 6.284 4.112 -0.692
O 7.590 4.474 -0.701
C 8.134 5.532 -1.510
C 8.033 6.865 -0.797
C 5.275 5.048 -1.288
H 7.675 5.549 -2.502
H 9.190 5.288 -1.664
H 6.991 7.145 -0.616
H 8.506 7.655 -1.387
H 8.522 6.815 0.181
H 4.940 5.756 -0.526
H 4.419 4.459 -1.629
H 5.641 5.582 -2.164
O 8.610 -2.470 1.607
C 8.878 -3.654 1.794
O 9.120 -4.475 0.744
C 9.652 -5.806 0.859
C 8.543 -6.817 1.067
C 8.839 -4.242 3.173
H 10.421 -5.860 1.635
H 10.157 -6.019 -0.089
H 8.006 -6.637 2.003
H 8.946 -7.833 1.090
H 7.805 -6.748 0.261
H 7.826 -4.591 3.391
H 9.110 -3.461 3.888
H 9.556 -5.049 3.321
O -10.901 7.047 1.452
C -9.786 6.901 0.959
O -9.651 6.627 -0.361
C -8.402 6.658 -1.074
C -7.696 5.320 -0.985
C -8.557 6.916 1.819
H -7.774 7.488 -0.738
H -8.650 6.863 -2.120
H -7.435 5.072 0.048
H -6.779 5.327 -1.581
H -8.347 4.518 -1.349
H -8.361 5.906 2.191
H -8.740 7.579 2.669
H -7.677 7.308 1.313
*
```

=====

No. 4
# C27H48InN6OPSi

C27H48InN6OPSi as an isolated structure (ωB97M-V/def2-TZVPD, the Open Molecules 2025 dataset).

## Properties
- Maximum force: 0.8 eV/Å
- Orbital gap (alpha / beta): 5.0168 / 5.0161 eV
- LUMO energy (alpha / beta): 0.23 / 0.23 eV
- DFT total energy: -62102.5451 eV

The geometry in ORCA input format:
```
! RIJCOSX wB97M-V def2-TZVPD def2/J DEFGRID3
* xyz 0 1
In -0.796 -0.063 0.392
C 3.772 3.879 1.892
N 2.559 3.130 2.060
C 1.619 3.315 3.028
C 0.642 2.386 2.795
N 0.968 1.642 1.719
C 2.120 2.101 1.277
P 3.112 1.488 -0.107
C 1.870 1.677 -1.427
N 0.560 1.737 -1.291
C 0.072 2.150 -2.481
C 1.099 2.349 -3.360
N 2.242 2.060 -2.683
C 3.578 2.102 -3.203
C 2.970 -0.291 0.274
N 1.986 -0.921 0.883
C 2.440 -2.167 1.143
C 3.723 -2.302 0.685
N 4.057 -1.103 0.142
C 5.298 -0.765 -0.495
H 3.818 4.668 2.642
H 3.802 4.325 0.895
H 4.643 3.228 2.007
H 1.722 4.071 3.780
H -0.266 2.198 3.333
H -0.980 2.305 -2.631
H 1.101 2.671 -4.382
H 3.544 2.337 -4.264
H 4.067 1.137 -3.073
H 4.167 2.863 -2.687
H 1.839 -2.887 1.660
H 4.401 -3.129 0.702
H 5.930 -1.650 -0.542
H 5.822 0.015 0.063
H 5.113 -0.405 -1.508
C -2.273 -1.018 3.418
O -2.570 0.290 3.013
C -2.878 0.400 1.691
C -3.308 1.829 1.448
H -2.102 -0.993 4.493
H -1.367 -1.374 2.905
H -3.095 -1.701 3.188
H -4.322 1.935 1.842
H -3.321 2.041 0.379
H -2.675 2.558 1.961
C 0.263 -3.573 -4.209
C 0.637 -2.773 -2.961
C 1.554 -3.645 -2.106
C 1.470 -1.555 -3.365
Si -0.899 -2.104 -1.863
C -2.323 -1.385 -3.070
C -3.240 -2.435 -3.697
C -3.177 -0.423 -2.242
C -1.717 -0.557 -4.200
C -1.641 -3.612 -0.777
C -1.885 -4.910 -1.548
C -2.948 -3.172 -0.120
C -0.683 -3.895 0.381
H 1.164 -3.927 -4.717
H -0.301 -2.976 -4.918
H -0.338 -4.441 -3.950
H 2.491 -3.848 -2.632
H 1.094 -4.601 -1.878
H 1.795 -3.144 -1.173
H 2.385 -1.861 -3.879
H 1.747 -0.992 -2.474
H 0.920 -0.891 -4.024
H -3.822 -2.956 -2.941
H -2.673 -3.171 -4.262
H -3.947 -1.954 -4.378
H -3.591 -0.909 -1.363
H -4.004 -0.025 -2.833
H -2.570 0.417 -1.899
H -1.122 -1.168 -4.872
H -1.084 0.228 -3.793
H -2.500 -0.085 -4.794
H -2.598 -4.761 -2.354
H -2.286 -5.678 -0.882
H -0.961 -5.291 -1.975
H -3.743 -3.032 -0.847
H -2.801 -2.235 0.422
H -3.286 -3.930 0.590
H 0.256 -4.321 0.044
H -1.134 -4.599 1.085
H -0.468 -2.968 0.917
*
```